Record 1
This record from OMol25 describes a structure of composition C7H12Br2N. The level of theory is ωB97M-V/def2-TZVPD.

```
22
Properties=species:S:1:pos:R:3
C 1.00744 0.34830 -0.13035
C 2.37802 0.09325 -0.15952
C 0.31246 1.65264 -0.19216
C -0.76944 1.58324 0.93433
C -1.71508 0.35616 0.64724
C -0.96897 -0.96126 0.81919
C -0.10900 -1.59387 -1.43847
N 0.20974 -0.90706 -0.09073
Br 3.07379 -1.66167 0.11007
Br 3.57349 1.51195 -0.17192
H 0.93646 2.54226 -0.24915
H -0.34829 1.59644 -1.18159
H -0.36104 1.59207 1.91925
H -1.32900 2.54467 0.82069
H -2.51366 0.33386 1.37714
H -2.12824 0.45493 -0.36000
H -0.51992 -0.91211 1.87727
H -1.49834 -1.89896 0.37441
H -0.73002 -1.01259 -2.12733
H 0.95188 -1.62963 -1.91222
H -0.53586 -2.61367 -1.29820
H 1.08358 -1.41894 0.43203
```

Values from the calculation:
Energy above the lowest of the compared OMol25 structures with the same formula, charge and spin in kcal per mole: 0.00
Max |F| in Eh/bohr: 0.0675
Total charge: +1

Atom charges from the Löwdin analysis, given in e for atoms 1 to 8: -0.36 -1.06 -0.14 -0.15 -0.16 -0.11 0.03 -0.19



Record 2
This record from OMol25 describes an isolated molecule of C3H5N2OP. The level of theory is ωB97M-V/def2-TZVPD.

```
12
Properties=species:S:1:pos:R:3
N -2.35217 0.03922 -0.68307
P -1.60241 -0.21838 0.80154
N -0.49283 1.00405 1.03258
C 0.82334 0.91469 1.00315
C 1.51046 -0.25937 0.67612
C 0.81808 -1.38560 0.30348
O -0.49761 -1.59348 0.49809
H -2.16968 0.70005 -1.39468
H -3.29843 -0.32226 -0.80319
H 1.29014 1.78175 1.15065
H 2.52807 -0.09735 0.56959
H 1.15729 -2.29609 -0.14114
```

Values from the calculation:
Energy above the lowest of the compared OMol25 structures with the same formula, charge and spin in kcal per mole: 20.26
Max |F| in Eh/bohr: 0.1175
SMILES: NP1N=CC=CO1

Atom charges from the Löwdin analysis, given in e for atoms 1 to 8: -0.18 0.80 -0.17 -0.21 -0.09 -0.16 -0.29 0.02



Record 3
This record from OMol25 describes a structure of composition C20H27AlBrF4IN4O3. The level of theory is ωB97M-V/def2-TZVPD.

```
61
Properties=species:S:1:pos:R:3
C 3.27270 -2.25446 0.08071
C 2.66782 -2.26298 -1.37466
N 1.22708 -2.58293 -1.46078
N 0.41293 -1.55370 -1.03010
C 0.14440 -0.55755 -1.96802
I 0.95021 -0.70417 -3.96988
C -0.69954 0.60113 -1.68518
C -1.02713 1.68537 -2.76341
C -0.11817 2.96340 -2.66777
O 0.75388 3.08415 -3.49893
C -1.26629 0.73235 -0.31107
C -2.14103 1.97342 0.05194
C -1.90932 2.51773 1.52667
C -1.71177 4.08365 1.61867
C -0.33323 4.40927 2.31230
N 0.81511 3.82345 1.59545
C 1.21745 4.27311 0.32869
C 2.38859 3.54171 -0.09517
C 2.69379 2.58068 1.01971
C 1.67552 2.81932 2.03404
C -0.96200 -0.34805 0.65047
O -1.48349 -0.34105 1.95250
N -0.51369 -0.05289 2.90152
O -0.79152 -0.53439 3.93508
C -0.12908 -1.49543 0.25540
C 0.13076 -2.62981 1.28293
C -1.13135 -3.62450 1.23718
C -2.22414 -3.31216 2.33460
Br -2.06000 -3.53854 -0.51401
H 3.25378 -3.25297 0.59116
H 4.35981 -1.96060 0.00599
H 2.78190 -1.44818 0.69334
H 2.86255 -1.24988 -1.81884
H 3.25420 -2.99155 -1.99819
H 0.98493 -3.48360 -1.04004
H -1.06405 1.28963 -3.80475
H -2.08019 2.02623 -2.52667
H -0.25227 3.78659 -1.91269
H -1.90817 2.83203 -0.63812
H -3.21260 1.67404 -0.13677
H -2.77700 2.16835 2.15125
H -0.95996 2.04729 1.90187
H -2.50570 4.47526 2.31876
H -1.85230 4.59360 0.63319
H -0.28506 4.01435 3.36641
H -0.16872 5.52564 2.30888
H 0.66039 5.10113 -0.17025
H 2.95893 3.68460 -1.03659
H 3.54777 1.86816 1.06207
H 1.63988 2.25525 2.99262
H 1.02519 -3.26140 1.04821
H 0.24981 -2.28500 2.33746
H -0.79226 -4.68392 1.36151
H -1.80611 -2.93278 3.30069
H -2.87652 -4.20755 2.52775
H -2.91678 -2.52117 1.92996
F -2.13455 -5.15619 -3.94721
Al -0.39657 -5.27681 -3.85084
F 0.14352 -6.71017 -4.67891
F 0.09085 -5.35369 -2.16184
F 0.32686 -3.86283 -4.58827
```

Values from the calculation:
Max |F| in Eh/bohr: 0.0606

Atom charges from the Löwdin analysis, given in e for atoms 1 to 8: -0.10 -0.24 -0.03 -0.09 -0.44 1.14 -0.14 -0.15



Record 4
This record from OMol25 describes a structure of composition C39H39N9P2Pt. The level of theory is ωB97M-V/def2-TZVPD.

```
90
Properties=species:S:1:pos:R:3
Pt 0.74096 -0.34967 1.50123
C -3.08769 0.96457 -1.37933
C -2.78149 0.21647 -2.69512
P -1.19775 -0.71757 -2.72538
C -0.04345 0.51976 -3.45865
C 1.11815 0.85965 -2.76803
C 1.96266 1.86542 -3.22064
C 1.65524 2.54870 -4.38672
C 0.51146 2.21134 -5.10110
C -0.32740 1.20899 -4.64044
C -1.49680 -1.89410 -4.09184
C -0.79893 -1.91594 -5.29519
C -1.09618 -2.86957 -6.26249
C -2.08520 -3.81310 -6.03514
C -2.78186 -3.80571 -4.83273
C -2.48402 -2.85821 -3.86911
C -1.96167 1.73115 -0.65808
P -1.02141 1.06916 0.81923
C -2.44626 0.44412 1.78899
C -2.38569 -0.79908 2.41742
C -3.43476 -1.25600 3.20181
C -4.56462 -0.47210 3.37368
C -4.65371 0.75707 2.73416
C -3.60908 1.20800 1.94412
C -0.40751 2.69583 1.39965
C -1.26068 3.75688 1.71024
C -0.74777 5.00436 2.02839
C 0.62353 5.21868 2.02389
C 1.48224 4.17486 1.71483
C 0.96954 2.92371 1.40688
H -3.57470 0.30631 -0.65730
H -3.82976 1.71689 -1.65444
H -2.75283 0.93084 -3.51881
H -3.59562 -0.47520 -2.91163
H 1.35830 0.34739 -1.83958
H 2.85215 2.12224 -2.65918
H 2.30077 3.34247 -4.73805
H 0.27014 2.73549 -6.01635
H -1.21142 0.95924 -5.21593
H -0.02403 -1.18637 -5.49170
H -0.55903 -2.86448 -7.20230
H -2.31529 -4.55223 -6.79072
H -3.55669 -4.53867 -4.64969
H -3.02787 -2.86407 -2.92876
H -2.41333 2.56655 -0.12037
H -1.26677 2.16607 -1.37118
H -1.49722 -1.40857 2.31574
H -3.36544 -2.22150 3.68493
H -5.37668 -0.81826 3.99867
H -5.54035 1.36598 2.84891
H -3.72032 2.15902 1.44361
H -2.33269 3.62183 1.73697
H -1.42303 5.81342 2.27295
H 1.01906 6.19958 2.25106
H 2.55257 4.33435 1.71011
H 1.65388 2.11603 1.17209
N 3.07124 -3.19468 1.19885
C 3.32469 -2.33789 2.20059
N 4.41350 -2.59967 2.90413
C 4.69432 -1.77814 3.91135
N 5.78069 -2.00532 4.63472
N 3.91614 -0.72669 4.26577
C 2.86973 -0.53861 3.51710
N 2.50082 -1.26379 2.43482
C 1.94510 0.53257 3.95363
C 2.30453 1.39692 4.96572
C 1.35013 2.25586 5.48820
C 0.05950 2.17382 5.00425
C -0.21617 1.30742 3.96216
N 0.71225 0.51967 3.40171
H 3.68125 -3.99795 1.18372
H 2.12416 -3.34019 0.89671
H 6.36401 -2.79674 4.42146
H 5.99284 -1.41787 5.42242
H 3.31228 1.35376 5.34978
H 1.60528 2.94550 6.28129
H -0.74002 2.77614 5.41113
H -1.21940 1.22663 3.58788
N 2.87451 -2.41754 -2.95015
C 1.95938 -2.52472 -1.97579
C 1.78026 -1.49357 -1.02353
N 0.89302 -1.62532 -0.05679
C 0.13154 -2.73584 -0.00239
C 0.32702 -3.72506 -0.94974
N 1.23160 -3.63877 -1.91496
H 3.45198 -1.60356 -3.05482
H 2.98015 -3.18130 -3.59692
H 2.38117 -0.59552 -1.05033
H -0.60415 -2.82095 0.78073
H -0.26697 -4.63062 -0.91629
```

Values from the calculation:
Energy above the lowest of the compared OMol25 structures with the same formula, charge and spin in kcal per mole: 46.63
Max |F| in Eh/bohr: 0.0197
Total charge: +2

Atom charges from the Löwdin analysis, given in e for atoms 1 to 8: 0.98 -0.26 -0.33 1.06 -0.38 -0.14 -0.08 -0.07



What are the orbital gap values for these records? In order: 9.804; 8.633; 7.211; 6.477 eV.
What are the HOMO energy values for these records? In order: -13.211; -8.411; -8.999; -12.397 eV.